The following is a DFT calculation (ωB97M-V with the def2-TZVPD basis set) of C23H20N6O2Pd as an isolated structure.

Results
LUMO: -0.15 eV
DFT total energy: -40691.299 eV
relative energy (zero: lowest compared OMol25 entry of this formula, charge and spin): 36.72 kcal/mol
charge: 0
maximum force: 1.3 eV Å⁻¹
highest occupied orbital energy: -6.938 eV

Structure (XYZ):
```
52
C23H20N6O2Pd, DFT ωB97M-V with the def2-TZVPD basis set
Pd -0.60 0.41 0.04
O -2.53 -0.69 -2.90
O 1.98 2.91 1.12
N -0.77 0.99 2.00
N -2.91 -1.35 -0.19
N -1.44 1.12 -2.01
N -1.62 -1.37 0.23
N 0.09 2.23 -0.10
N 0.70 -0.56 -1.76
C -2.63 -3.27 0.80
C -4.95 -2.74 -0.30
C -0.21 2.39 -3.73
C 1.36 4.09 -3.08
C -1.72 0.69 2.89
C 1.17 -2.63 -3.54
C -0.43 2.04 -2.40
C 0.68 3.41 -4.07
C 2.09 -2.33 -2.55
C -1.92 1.46 4.02
C 0.86 2.46 1.00
C -0.19 -0.86 -2.71
C -3.54 -2.49 0.11
C 0.00 -1.89 -3.62
C -1.50 -0.08 -2.61
C -1.44 -2.53 0.84
C 1.19 3.72 -1.74
C 0.33 2.69 -1.42
C 0.01 2.07 2.20
C -0.10 2.86 3.33
C -1.09 2.55 4.24
C -0.11 -2.90 1.41
C 1.81 -1.29 -1.68
H 2.51 -1.01 -0.90
H -5.21 -3.78 -0.13
H -3.19 -0.63 -0.85
H -5.09 -2.51 -1.35
H 0.82 3.67 -5.11
H -0.22 -3.46 2.33
H 2.04 4.89 -3.33
H -5.64 -2.11 0.28
H 0.45 -3.51 0.70
H 0.47 -2.00 1.61
H -2.31 -0.19 2.68
H -0.79 1.88 -4.49
H -0.77 -2.09 -4.35
H -1.23 3.16 5.12
H -2.72 1.21 4.70
H 1.35 -3.44 -4.23
H 0.57 3.70 3.45
H 3.01 -2.89 -2.44
H -2.80 -4.26 1.20
H 1.75 4.21 -0.95
```

natural (NBO) atomic charge list, values in e, 2 entries: number 1, Pd, carries 0.93; number 2, O, carries -0.66